(1)
Molecular formula: C32H33CaF6N4O6P2S6
Method: DFT, ωB97M-V/def2-TZVPD

Each line ends with the Mulliken charge.
Geometry (Å):
Ca1 -0.66615 -0.83338 0.22195  0.501
S1 -1.32383 -0.34198 -2.43052  -0.505
S2 1.22345 -2.68930 -1.04913  -0.498
S3 0.47281 1.14870 3.01957  1.291
S4 -3.76021 1.25881 -3.40116  -0.188
S5 -0.11610 -1.55263 3.63025  0.316
S6 -1.96153 -3.49983 -0.22974  -0.465
P1 0.92460 2.22605 -1.30459  0.699
P2 -0.20079 -4.05744 -0.91216  0.829
F1 3.07392 1.09640 2.53922  -0.188
F2 0.94669 -3.84092 4.31685  -0.210
F3 2.53015 1.93217 4.45797  -0.227
F4 2.42423 -2.42889 3.60704  -0.208
F5 2.20641 3.07612 2.65193  -0.129
F6 1.57678 -2.20642 5.58951  -0.228
O1 0.25494 1.01740 1.58312  0.042
O2 -1.99361 0.38098 5.35013  -0.587
O3 -0.33330 2.13208 3.69373  -0.838
O4 0.34552 -5.33191 -0.05807  -0.251
O5 -0.29202 -4.78849 -2.34499  -0.346
O6 -0.11816 -2.04256 2.22814  -0.379
N1 -2.91708 0.08880 0.19907  0.672
N2 -2.79298 -0.06236 3.24328  0.157
N3 -3.44345 0.62385 -0.98015  -1.035
N4 0.72099 -0.17276 3.76540  -0.542
C1 0.85224 2.44444 -5.37214  -0.709
C2 -5.08798 -0.85325 3.03620  -1.218
C3 -3.88208 -0.36463 2.44232  0.710
C4 2.70945 1.76021 -1.34204  0.073
C5 0.93477 2.01190 -4.05990  -0.390
C6 2.00673 4.64064 -0.17792  -0.124
C7 4.41563 0.26430 -0.49690  -0.988
C8 1.90771 5.76417 0.62860  -0.670
C9 1.30984 -2.54546 4.32233  0.571
C10 3.09997 0.70555 -0.52069  -0.375
C11 0.49051 4.24069 -3.29155  -0.322
C12 -0.32784 5.13051 1.24155  -0.425
C13 -2.99275 -0.09693 4.55284  0.760
C14 -0.63762 -7.16483 -2.60054  -0.992
C15 3.67133 2.35374 -2.16153  -0.100
C16 0.38530 4.67080 -4.61031  -0.671
C17 -3.91187 -0.13878 1.05209  -1.186
C18 0.53715 -5.17061 1.34937  0.180
C19 -5.19611 -0.97514 4.38975  -0.133
C20 -2.57422 1.43556 -4.74586  -0.599
C21 0.77816 2.91131 -3.00180  0.420
C22 0.73852 6.01161 1.33765  -0.548
C23 -4.12610 -0.56482 5.20639  -1.094
C24 2.17151 1.84802 3.17189  0.433
C25 0.93830 3.75369 -0.28780  0.286
C26 -1.28137 -5.79254 -2.57443  -0.253
C27 -2.79664 0.49228 -2.07963  0.523
C28 5.36269 0.87107 -1.30672  -0.557
C29 0.57204 -6.54475 1.97912  -1.414
C30 4.98718 1.91693 -2.14118  -0.692
C31 0.57757 3.77835 -5.65294  -0.452
C32 -0.22679 4.00490 0.43509  -0.636
H1 0.75785 -6.45700 3.05123  0.392
H2 0.49707 4.11399 -6.68005  0.322
H3 2.74899 6.44199 0.71527  0.386
H4 2.36620 0.21703 0.10791  0.578
H5 -1.74326 -5.55601 -3.53504  0.354
H6 -1.89301 0.58523 -4.73509  0.217
H7 6.38849 0.52231 -1.29966  0.349
H8 -5.90745 -1.12678 2.38341  0.339
H9 -0.16576 -7.37273 -1.64076  0.192
H10 -0.38191 -7.05352 1.83137  0.296
H11 -4.17159 -0.54890 6.28530  0.406
H12 0.12443 -7.21587 -3.37993  0.262
H13 -1.39246 -7.93020 -2.79956  0.362
H14 5.72003 2.38768 -2.78627  0.381
H15 -2.05815 -5.73198 -1.80918  0.240
H16 1.10466 0.96327 -3.84440  0.428
H17 0.15344 5.70880 -4.81812  0.348
H18 1.47330 -4.63052 1.51434  0.223
H19 -4.91118 -0.13700 0.61907  0.220
H20 0.34825 4.94934 -2.48505  0.360
H21 1.36253 -7.15401 1.53622  0.305
H22 -1.04601 3.29552 0.38777  0.338
H23 3.38387 3.15462 -2.83259  0.444
H24 -1.23137 5.29930 1.81317  0.414
H25 -1.45028 0.97353 4.80445  0.356
H26 0.66766 6.88158 1.97968  0.306
H27 -1.99962 2.35873 -4.66038  0.056
H28 0.97656 1.73243 -6.17895  0.373
H29 -6.10985 -1.35465 4.83496  0.379
H30 4.68838 -0.56437 0.14413  0.498
H31 2.92730 4.44402 -0.71423  0.326
H32 -3.13879 1.44210 -5.67903  0.388
H33 -0.27490 -4.56939 1.76203  0.070

Results
Frontier orbital gap (spin up / spin down): 3.98 / 5.90 eV
<S²>: 0.77
Charge: -2
E_LUMO (spin up / spin down): 4.07 / 4.07 eV
Spin multiplicity: 2



(2)
Molecular formula: C32H33F3N6O3PtS2Si
Method: DFT, ωB97M-V/def2-TZVPD

Each line ends with the Mulliken charge.
Geometry (Å):
Pt1 -0.51048 0.37590 0.31174  2.518
S1 -1.46697 1.26401 2.71001  -0.426
S2 -0.63348 -2.84172 2.03454  1.583
Si1 1.20554 -1.34370 -2.59590  -0.994
F1 0.38860 2.89649 -0.94071  -0.246
F2 -1.56626 3.11707 -0.03184  -0.259
F3 -1.37127 2.08052 -1.91618  -0.258
O1 0.15612 -0.66195 -1.63714  -0.921
O2 -1.59097 -3.20340 1.02020  -0.822
O3 0.30121 -3.84322 2.49181  -0.765
N1 -4.12102 1.51146 2.29864  -0.652
N2 -2.82452 0.34623 0.68953  -0.216
N3 -3.75392 -0.95279 6.74055  -0.647
N4 0.11642 -1.53433 1.49657  -0.673
N5 1.63060 -1.31240 3.33740  -0.427
N6 1.67656 0.06619 1.39324  -0.188
C1 -2.92934 1.03293 1.85973  0.292
C2 5.16501 -2.36868 -1.48044  -0.562
C3 -0.00990 -3.85703 -2.40103  -1.714
C4 -3.04156 -1.45590 5.63490  1.229
C5 4.95853 -3.00977 -0.26649  -0.581
C6 -5.09284 0.81557 0.22884  -1.061
C7 2.97109 0.59706 -5.95837  -0.893
C8 2.59670 -2.63549 -0.49956  -0.064
C9 4.08341 -1.86261 -2.19576  -0.213
C10 1.58702 2.15806 -4.77708  -0.513
C11 2.61995 0.80426 1.93411  -0.449
C12 -3.58454 -1.39284 4.35605  -0.602
C13 2.44501 1.87655 -5.83095  -0.507
C14 3.14548 0.53442 3.19216  -0.806
C15 -1.58217 -2.34915 3.44095  -0.702
C16 -1.03383 -2.42097 4.71447  -0.305
C17 1.78214 -0.12727 -3.95637  0.519
C18 2.77346 -1.98778 -1.72743  0.569
C19 0.41369 -2.84868 -3.47417  2.396
C20 -6.45766 1.98711 1.99305  -1.369
C21 2.64068 -0.38549 -5.03203  -0.193
C22 3.66628 -3.14003 0.22772  -0.598
C23 2.60038 -0.55977 3.83795  -0.324
C24 -1.76227 -1.97826 5.80522  -0.880
C25 1.25959 1.16724 -3.85794  -0.489
C26 -0.77046 2.18815 -0.67179  0.415
C27 -2.85930 -1.83733 3.26450  -0.295
C28 -0.84244 -2.33448 -4.18401  -1.736
C29 -3.86520 0.28355 -0.11930  -0.368
C30 1.17389 -0.96489 2.12422  0.878
C31 1.31922 -3.54461 -4.48670  -1.939
C32 -5.16196 1.40397 1.49235  1.002
H1 -3.26674 -1.77482 2.26448  0.473
H2 -0.58405 -4.67413 -2.86274  0.539
H3 -3.70241 -0.22968 -1.06227  0.474
H4 2.70281 2.64760 -6.54927  0.337
H5 0.82406 -4.44569 -4.87748  0.494
H6 -6.55488 3.02154 1.65467  0.262
H7 -0.59705 -1.60321 -4.96075  0.355
H8 2.97214 1.63702 1.33231  0.470
H9 -1.51296 -1.84727 -3.47462  0.148
H10 3.06393 -1.37583 -5.16106  0.336
H11 -0.63329 -3.39418 -1.63265  0.149
H12 -1.32819 -2.01495 6.79918  0.260
H13 0.85263 -4.30445 -1.90095  0.268
H14 4.27598 -1.33648 -3.12350  0.287
H15 -4.56823 -0.95900 4.21207  0.086
H16 -4.74747 -0.88891 6.58116  0.232
H17 3.92030 1.14239 3.63536  0.380
H18 -0.03244 -2.80992 4.82967  0.455
H19 -5.94598 0.75974 -0.43229  0.340
H20 -3.55596 -1.43546 7.60322  0.226
H21 6.17175 -2.24894 -1.86748  0.378
H22 1.54578 -2.90161 -5.34054  0.310
H23 3.64018 0.36319 -6.78013  0.362
H24 5.80150 -3.39471 0.29751  0.334
H25 1.59671 -2.72067 -0.09533  0.047
H26 -7.31893 1.43146 1.61855  0.363
H27 1.16908 3.15156 -4.66113  0.466
H28 -1.37857 -3.16744 -4.66281  0.488
H29 0.58701 1.38686 -3.03985  0.308
H30 2.95542 -0.84361 4.82668  0.423
H31 -6.45976 1.98788 3.08183  0.362
H32 3.47806 -3.62096 1.18063  0.506
H33 2.26629 -3.86091 -4.03757  0.339

Results
Frontier orbital gap (spin up / spin down): 4.89 / 6.72 eV
<S²>: 2.01
Charge: -2
E_LUMO (spin up / spin down): 4.43 / 4.42 eV
Spin multiplicity: 3



(3)
Molecular formula: C32H34BBrN9O4Ru
Method: DFT, ωB97M-V/def2-TZVPD

Each line ends with the Mulliken charge.
Geometry (Å):
Ru1 2.08688 0.69081 -3.67641  0.369
Br1 -2.61244 0.81311 -3.45484  -0.179
O1 1.19425 -0.75213 -4.61875  -0.700
O2 -5.59487 2.57428 0.36339  -0.528
O3 -5.92428 -1.29547 1.20669  -0.698
O4 0.26670 1.25110 -4.98948  -0.622
N1 3.97645 2.68921 -2.28675  0.261
N2 4.56634 0.33786 -2.50737  0.168
N3 -1.72741 -0.91563 3.33181  0.250
N4 2.63067 2.19903 -2.26614  -0.421
N5 3.56932 -0.37457 -3.09619  -0.318
N6 4.69300 1.95591 -4.52020  0.103
N7 -0.30358 -2.13672 7.14505  0.164
N8 -5.25420 0.74578 1.68683  -0.140
N9 3.45035 1.83853 -5.04543  0.068
C1 0.14822 -0.01430 -5.08186  0.891
C2 -3.47948 -1.88527 -6.34216  -0.527
C3 3.46827 -1.59135 -2.53668  -0.011
C4 0.83834 1.82145 3.90716  -0.749
C5 -1.06673 -0.66389 -5.51439  0.364
C6 -0.66311 -2.21750 8.54347  -1.291
C7 -2.70974 -3.13596 3.13409  -0.455
C8 -0.05185 -3.42106 6.52159  -0.990
C9 3.96858 4.02407 -2.25102  -0.092
C10 -1.64363 -2.31684 3.41637  -0.887
C11 -2.77320 -0.38603 2.70310  -0.505
C12 -1.02083 -1.16907 6.32407  -1.042
C13 4.88602 2.37363 -6.65314  -1.061
C14 -1.11606 -1.57756 -6.59353  -0.335
C15 5.09857 -0.44352 -1.53369  -0.175
C16 1.84637 3.26428 -1.93425  -0.327
C17 -3.53500 -0.83539 -5.42277  -0.503
C18 -0.68693 -0.12586 3.96463  0.027
C19 -0.14138 0.98206 3.28826  -0.422
C20 -3.85194 -2.55584 2.57909  -0.801
C21 2.62685 4.49081 -2.06171  -0.822
C22 3.51109 2.12544 -6.31145  -0.146
C23 -0.27903 -0.35905 5.29337  0.999
C24 0.67033 0.48046 5.86209  -0.670
C25 -6.21967 1.37056 0.82364  -0.396
C26 -3.85739 -1.15251 2.37755  0.890
C27 5.59576 2.22690 -5.45672  -0.127
C28 -2.28993 -2.18251 -7.00512  -0.450
C29 -5.03439 -0.58727 1.67912  0.279
C30 1.21882 1.56023 5.22113  -0.655
C31 4.45594 -1.65674 -1.54944  -1.052
C32 -2.34397 -0.29282 -4.91673  0.219
B1 4.96602 1.76906 -3.00804  0.313
H1 2.65325 1.89406 -6.92156  0.420
H2 -4.42447 1.37491 1.83297  0.204
H3 -0.19924 -1.84980 -7.16994  0.298
H4 1.40579 2.48227 3.28211  0.412
H5 5.95397 -0.10510 -0.91239  0.398
H6 -1.43130 -2.92271 8.75442  0.440
H7 -4.42865 -2.37092 -6.63033  0.325
H8 0.78992 3.14100 -1.79851  0.533
H9 -4.48405 -0.50829 -5.15317  0.493
H10 -2.12943 -2.91837 -7.80608  0.339
H11 -4.74080 -3.12375 2.34822  0.439
H12 -6.52035 0.56842 0.10566  0.378
H13 0.01388 -4.20408 7.29865  0.420
H14 1.02494 0.18710 6.82249  0.409
H15 -2.68457 -4.21362 3.32251  0.427
H16 -0.51102 1.24396 2.24977  0.343
H17 4.90060 4.61176 -2.30721  0.401
H18 -0.68253 -2.70540 3.71288  0.816
H19 0.21345 -2.41087 9.10875  0.401
H20 2.64999 -2.23478 -2.80411  0.494
H21 2.13737 5.46689 -2.13133  0.351
H22 -0.71957 -3.62115 5.68014  0.248
H23 -7.14657 1.68388 1.40333  0.224
H24 6.11248 1.93096 -2.61549  -0.085
H25 5.33111 2.45213 -7.62707  0.356
H26 -0.95260 -1.25052 8.86591  0.427
H27 4.71174 -2.52644 -0.98519  0.409
H28 -1.47472 -0.45281 7.05978  0.455
H29 6.68171 2.26809 -5.23201  0.381
H30 -5.99734 2.91375 -0.41884  0.302
H31 -1.83028 -1.75755 5.80322  0.444
H32 2.03980 2.14779 5.66680  0.336
H33 -2.70867 0.65677 2.49642  0.201
H34 0.89406 -3.38729 5.96096  0.296

Results
Frontier orbital gap (spin up / spin down): 5.95 / 7.56 eV
<S²>: 8.79
E_LUMO (spin up / spin down): 0.38 / -0.31 eV
Spin multiplicity: 6



- What is the formula in the third record?
  C32H34BBrN9O4Ru